[1]
{
  "formula": "C11H12N2O2",
  "method": "ωB97M-V/def2-TZVPD",
  "species": ["C", "C", "C", "C", "C", "C", "C", "C", "C", "C", "C", "N", "N", "O", "O", "H", "H", "H", "H", "H", "H", "H", "H", "H", "H", "H", "H"],
  "xyz": [[1.6319, 0.0026, -3.2609], [2.4342, -0.3830, -2.2228], [0.3501, 0.4723, -2.8576], [2.1695, -0.2228, -0.8902], [0.0500, 0.6518, -1.5591], [0.8887, 0.2107, -0.4895], [-0.8171, 0.2906, 2.8498], [-0.6754, 1.0235, 1.5312], [0.2118, -0.5821, 3.1219], [0.4636, 0.1357, 0.8128], [-2.9910, 0.4919, 0.4801], [0.9633, -0.5865, 1.7597], [2.1501, -1.2035, 1.7096], [0.6769, -1.2576, 3.9800], [-2.1635, 1.4027, 1.0432], [1.8787, -0.0742, -4.2818], [3.3513, -0.8845, -2.4393], [-0.2577, 0.7642, -3.7791], [2.8987, -0.5523, -0.1502], [-0.9459, 1.1992, -1.3875], [-1.4132, 0.6644, 3.5546], [-0.2414, 1.9955, 1.4974], [-3.0769, -0.4202, 1.0419], [-2.6858, 0.1411, -0.5802], [-4.0833, 0.8680, 0.5138], [2.1562, -1.8133, 0.9576], [2.2047, -1.5807, 2.7048]],
  "energy_ev": -18672.059,
  "spin_multiplicity": 1,
  "charge": 0,
  "relative_energy_kcal_mol": 137.0,
  "orbital_gap_ha": [0.24388, 0.24391]
}

[2]
{
  "formula": "C11H12N2OS",
  "method": "ωB97M-V/def2-TZVPD",
  "species": ["C", "C", "S", "C", "C", "O", "N", "N", "C", "C", "C", "C", "C", "C", "C", "H", "H", "H", "H", "H", "H", "H", "H", "H", "H", "H", "H"],
  "xyz": [[-4.0748, -0.2440, -1.8599], [-3.5374, 0.3591, -0.7371], [-3.6745, 0.3158, 0.9676], [-2.6513, 1.3763, -0.1487], [-1.1983, 1.5003, 0.0469], [-0.7203, 2.6316, 0.0981], [-0.4629, 0.3518, 0.1479], [-0.9647, -0.9216, 0.3093], [-0.8669, -1.5487, 1.6479], [1.0045, 0.5172, 0.0478], [1.7616, 0.5077, 1.2429], [3.1279, 0.6515, 1.1645], [3.7393, 0.7773, -0.0744], [3.0193, 0.7417, -1.2415], [1.5759, 0.7660, -1.1655], [-3.9304, -0.0311, -2.8892], [-4.9163, -0.8661, -1.8259], [-3.0288, 2.4021, -0.3155], [-0.5930, -1.5972, -0.3246], [0.0037, -2.0687, 1.8882], [-0.9529, -0.7261, 2.3287], [-1.8076, -2.0916, 1.7579], [1.3081, 0.0030, 2.1942], [3.8016, 0.5034, 1.9432], [4.7726, 0.7055, -0.1777], [3.4134, 0.8254, -2.2428], [1.0284, 0.9723, -2.0484]],
  "energy_ev": -27460.815,
  "spin_multiplicity": 1,
  "charge": 0,
  "smiles": "C=C1S[C@H]1C(=O)N(NC)c1ccccc1",
  "relative_energy_kcal_mol": 92.3,
  "orbital_gap_ha": 0.33583
}

[3]
{
  "formula": "C11H12N3P",
  "method": "ωB97M-V/def2-TZVPD",
  "species": ["C", "C", "C", "C", "C", "P", "C", "C", "N", "N", "N", "C", "C", "C", "C", "H", "H", "H", "H", "H", "H", "H", "H", "H", "H", "H", "H"],
  "xyz": [[2.1516, 0.2930, -1.2603], [1.3627, 0.9001, -0.0397], [1.9679, 0.2454, 1.1604], [1.5779, 2.4918, -0.0943], [-0.1780, 0.6896, -0.0440], [-1.2840, 2.0552, -0.0355], [-2.7084, 1.0608, -0.2144], [-4.0606, 1.1043, -0.0894], [-5.2226, 1.1039, 0.0641], [-2.1896, -0.5040, 0.0436], [-2.9992, -1.5001, -0.0182], [-2.3869, -2.6732, 0.0595], [-0.9687, -2.8676, 0.0384], [-0.1772, -1.7410, 0.1483], [-0.7982, -0.4988, 0.0539], [2.1364, 0.7435, -2.2346], [3.1502, 0.3180, -0.9366], [2.0090, -0.7145, -1.4772], [2.5314, -0.5487, 0.8051], [1.3111, -0.1271, 1.9343], [2.6151, 0.9105, 1.6701], [2.5134, 2.7683, 0.4213], [0.7631, 2.9750, 0.5153], [1.6358, 2.9217, -1.0878], [-3.0347, -3.5155, 0.3379], [-0.6594, -3.8991, 0.1261], [0.9417, -1.9916, 0.1535]],
  "energy_ev": -25356.802,
  "spin_multiplicity": 1,
  "charge": 0,
  "smiles": "CC(C)(C)c1pc(C#N)n2ncccc12",
  "relative_energy_kcal_mol": 0.0,
  "orbital_gap_ha": 0.28153
}

[4]
{
  "formula": "C11H12N4O2S",
  "method": "ωB97M-V/def2-TZVPD",
  "species": ["C", "O", "C", "C", "C", "C", "C", "O", "C", "S", "C", "N", "N", "C", "N", "N", "C", "C", "H", "H", "H", "H", "H", "H", "H", "H", "H", "H", "H", "H"],
  "xyz": [[4.5664, 0.2442, -0.9253], [3.4210, 0.8607, -1.4660], [2.3253, 1.0055, -0.6785], [1.2173, 1.6079, -1.2831], [0.0471, 1.7670, -0.5812], [-0.0660, 1.3084, 0.7341], [-1.3949, 1.3866, 1.3724], [-2.1935, 2.2572, 1.1181], [-1.7569, 0.3130, 2.3908], [-1.0745, -1.3433, 2.0378], [-1.2695, -1.3330, 0.3179], [-2.1194, -0.5380, -0.2888], [-1.8893, -0.7850, -1.6028], [-0.9192, -1.7234, -1.7097], [-0.4955, -2.2476, -2.8896], [-0.5098, -2.0857, -0.5118], [1.0526, 0.7519, 1.3460], [2.2391, 0.6066, 0.6525], [4.3525, -0.7760, -0.5924], [5.2942, 0.2153, -1.7348], [4.9769, 0.8219, -0.0916], [1.3079, 1.9361, -2.3070], [-0.8176, 2.2224, -1.0402], [-2.8437, 0.2471, 2.4457], [-1.3658, 0.5879, 3.3721], [-2.4257, -0.3084, -2.3077], [-0.5521, -1.6506, -3.6988], [0.3525, -2.7856, -2.8123], [1.0112, 0.4360, 2.3766], [3.0861, 0.1693, 1.1562]],
  "energy_ev": -32492.038,
  "spin_multiplicity": 1,
  "charge": 0,
  "smiles": "COc1ccc(C(=O)CSc2n[nH]c(N)n2)cc1",
  "relative_energy_kcal_mol": 0.0,
  "orbital_gap_ha": 0.32291
}

[5]
{
  "formula": "C11H12N4O6S",
  "method": "ωB97M-V/def2-TZVPD",
  "species": ["C", "C", "C", "S", "C", "C", "H", "H", "H", "H", "H", "H", "H", "H", "H", "H", "O", "N", "O", "C", "C", "C", "N", "O", "O", "C", "C", "N", "O", "O", "N", "C", "H", "H"],
  "xyz": [[-1.4419, 0.0027, 2.9196], [-0.9438, 1.3186, 2.3311], [0.5644, 1.4078, 2.3335], [1.4302, 0.0662, 1.4471], [0.5711, -1.3465, 2.1939], [-0.9330, -1.2375, 2.1824], [-1.1303, -0.0589, 3.9698], [-2.5383, -0.0003, 2.9083], [-1.3306, 1.4691, 1.3075], [-1.2923, 2.1533, 2.9576], [0.9416, 2.3269, 1.8850], [0.9347, 1.3342, 3.3613], [0.9568, -2.2314, 1.6790], [0.9434, -1.3607, 3.2241], [-1.2942, -2.1353, 2.7068], [-1.3130, -1.2578, 1.1454], [-3.5191, -1.8453, -2.6510], [-3.0394, -0.7237, -2.3867], [-3.6990, 0.3292, -2.5547], [-1.6842, -0.5475, -1.8558], [-1.2766, 0.7708, -1.5609], [-0.0815, 0.9998, -0.8900], [0.4621, 2.2931, -0.6550], [-0.2081, 3.3371, -0.8185], [1.6626, 2.3088, -0.2331], [0.8460, -0.0578, -0.4000], [0.3752, -1.4081, -0.8496], [1.1344, -2.5639, -0.9045], [2.2035, -2.9269, -0.4379], [0.2790, -3.5267, -1.6331], [-0.8786, -2.9426, -2.0554], [-0.7799, -1.6351, -1.5966], [-1.9426, 1.6045, -1.8083], [1.8370, 0.1273, -0.8892]],
  "energy_ev": -40670.792,
  "spin_multiplicity": 1,
  "charge": 0,
  "orbital_gap_ha": 0.26289
}

[6]
{
  "formula": "C11H12NO",
  "method": "ωB97M-V/def2-TZVPD",
  "species": ["C", "C", "C", "C", "C", "C", "C", "C", "C", "C", "C", "N", "O", "H", "H", "H", "H", "H", "H", "H", "H", "H", "H", "H", "H"],
  "xyz": [[-2.8596, 0.5905, 1.9658], [1.9361, 2.1061, 0.8466], [0.5871, 1.8268, 0.7114], [2.8088, 1.0660, 0.5829], [0.1280, 0.5997, 0.2406], [0.9462, -0.5000, 0.1029], [2.3088, -0.1932, 0.1890], [0.4515, -1.8969, -0.3912], [-0.7402, -2.4154, 0.3061], [-1.3723, 0.4018, 0.0144], [-1.7900, 0.5443, -1.4373], [-2.1260, 0.6580, 1.0191], [3.0653, -1.2822, -0.1930], [-3.4476, 0.9523, 2.7425], [2.0263, 2.9568, 1.5466], [-0.0593, 2.6346, 0.9967], [3.9441, 1.2009, 0.6648], [0.2468, -1.9203, -1.4514], [1.3546, -2.5140, -0.1423], [-1.3527, -3.0629, -0.2315], [-0.7461, -2.3289, 1.3643], [-1.1080, -0.0556, -1.9779], [-1.4712, 1.6275, -1.5947], [-2.8367, 0.5212, -1.6468], [3.9997, -1.1668, 0.0980]],
  "energy_ev": -15127.041,
  "spin_multiplicity": 1,
  "charge": 1,
  "relative_energy_kcal_mol": 143.8,
  "orbital_gap_ha": [0.29783, 0.21670]
}

[7]
{
  "formula": "C11H12NO2",
  "method": "ωB97M-V/def2-TZVPD",
  "species": ["C", "C", "C", "C", "C", "C", "C", "C", "C", "N", "H", "H", "H", "H", "H", "H", "H", "H", "H", "C", "C", "O", "O", "H", "H", "H"],
  "xyz": [[0.1936, -3.3796, 0.4554], [-0.7495, -1.0057, -0.0098], [1.1528, 0.1910, 0.0381], [0.3136, -1.9181, 0.2812], [1.5305, -1.1738, 0.3676], [2.1816, 1.1075, -0.1470], [3.4684, 0.7872, 0.0682], [2.8420, -1.4755, 0.5550], [3.8677, -0.5424, 0.3683], [-0.1703, 0.2758, -0.2415], [-0.8578, 1.0818, -0.2993], [-1.7319, -1.2575, -0.2304], [2.0446, 2.0729, -0.6759], [0.9461, -3.7894, -0.2549], [-0.8092, -3.7953, 0.1990], [4.3457, 1.4591, -0.0156], [2.8868, -2.5668, 0.7873], [4.9304, -0.7832, 0.5066], [0.3137, -3.7006, 1.5045], [-4.3953, 2.8947, -0.2814], [-3.0438, 2.2839, -0.7741], [-2.3245, 1.8207, 0.1826], [-2.6812, 2.3120, -1.9262], [-4.6984, 2.4713, 0.7034], [-5.1865, 2.6511, -0.9523], [-4.3694, 3.9787, -0.2087]],
  "energy_ev": -17188.340,
  "spin_multiplicity": 1,
  "charge": -1,
  "relative_energy_kcal_mol": 23.8,
  "orbital_gap_ha": 0.28956
}

[8]
{
  "formula": "C11H12NO2",
  "method": "ωB97M-V/def2-TZVPD",
  "species": ["C", "C", "C", "C", "C", "C", "C", "C", "C", "C", "C", "N", "O", "O", "H", "H", "H", "H", "H", "H", "H", "H", "H", "H", "H", "H"],
  "xyz": [[-1.5534, 2.9516, -2.2240], [-2.7090, 2.1893, -2.0698], [-0.4142, 2.4991, -1.6634], [-2.7508, 1.0319, -1.2815], [-0.3874, 1.3987, -0.8726], [-2.5325, -1.3691, 0.5482], [-2.0060, -2.1772, 1.5163], [-1.5183, 0.5964, -0.7169], [-1.4090, -0.5541, 0.1221], [3.0995, -1.5531, 0.6888], [2.2065, -0.8317, 1.7440], [-0.3104, -1.0322, 0.7151], [-0.6383, -2.0208, 1.5621], [1.3356, -0.0189, 1.3144], [-1.4036, 3.8290, -2.8141], [-3.6720, 2.4354, -2.3496], [0.4728, 3.2073, -1.8061], [-3.6221, 0.3926, -1.0363], [0.5971, 1.0731, -0.3782], [-3.5920, -1.2665, 0.2119], [-2.2767, -2.9174, 2.2042], [3.6668, -0.8710, 0.2632], [3.7378, -2.3138, 0.9898], [2.3030, -2.0062, 0.0874], [2.7892, -0.2818, 2.5308], [1.7072, -1.4585, 2.5217]],
  "energy_ev": -17172.855,
  "spin_multiplicity": 1,
  "charge": 1,
  "relative_energy_kcal_mol": 113.8,
  "orbital_gap_ha": [0.22648, 0.19977]
}